The following is a quantum chemistry calculation of the molecule C4H7N3, from the OMol25 dataset.

Calculated values
Gap between HOMO and LUMO ... 8.8 eV
Lowest unoccupied orbital energy ... 0.597 eV

Cartesian coordinates (Å):
1 C 0.60750 1.72841 -0.02975
2 C 0.63788 0.21723 -0.09018
3 C 1.83057 -0.51591 -0.12093
4 N 2.90272 -1.03220 0.08047
5 C -0.50776 -0.57368 -0.06550
6 N -0.47890 -1.94146 0.03111
7 N -1.79716 -0.11344 -0.05568
8 H -0.01640 2.13238 0.78399
9 H 1.62892 2.08273 0.29924
10 H 0.22637 2.34378 -0.95498
11 H 0.42939 -2.36925 -0.22097
12 H -1.28745 -2.33716 -0.44080
13 H -2.22323 -0.50853 0.85404
14 H -1.95245 0.88709 -0.07006

Forces on atoms 1 to 6 (eV/Å):
0.455 1.664 -0.200
-2.390 -0.506 -0.638
5.617 -1.639 1.545
-4.684 1.911 -1.295
1.958 0.933 -0.067
0.628 -0.491 -0.553

Here are the Löwdin charges for atoms 1 to 8, given in e:
1. C -0.0876
2. C -0.2737
3. C -0.2427
4. N 0.1220
5. C -0.4386
6. N 0.1148
7. N 0.1033
8. H 0.0624

=====

The following is a quantum chemistry calculation of the ion C4H7N3 with charge +2, from the OMol25 dataset.

Calculated values
Gap between HOMO and LUMO (spin up / spin down) ... 8.1 / 8.2 eV
Total charge ... +2
Lowest unoccupied orbital energy (spin up / spin down) ... -12.700 / -12.802 eV

Cartesian coordinates (Å):
1 C 1.89530 0.79881 -1.91118
2 N 1.36290 0.33935 -0.85339
3 N 1.51012 0.12314 0.34747
4 N 0.23477 -0.11652 1.08951
5 C -0.51063 -0.53746 2.17716
6 C -1.12840 0.12515 0.90607
7 C 0.67171 0.07014 -2.17273
8 H 2.74218 1.40461 -2.13414
9 H -0.44121 -0.02508 3.18415
10 H -0.47268 -1.58182 2.47825
11 H -1.72384 -0.54159 0.11575
12 H -1.57151 1.09651 0.89103
13 H -0.24487 0.59104 -2.28346
14 H 0.57052 -1.02679 -2.52603

Forces on atoms 1 to 6 (eV/Å):
0.390 -0.185 0.031
-1.800 0.164 -3.306
-2.734 -1.917 8.174
4.975 2.035 -5.006
-0.264 0.595 2.375
-1.978 -3.290 -1.258

Here are the Löwdin charges for atoms 1 to 8, given in e:
1. C 0.2588
2. N -0.0445
3. N 0.3221
4. N 0.0550
5. C 0.0513
6. C 0.0158
7. C 0.1377
8. H 0.1827

=====

no.,strongest force on any atom (eV/Å)
1,6.05
2,8.83